Molecular formula: C7H15IN
Method: DFT, wB97M-V/def2-TZVPD

Bonds (Å) are listed after each position.
Element x y z (Å)
1 I -0.278 -2.845 -0.613  C4 2.266
2 N 1.672 -0.286 0.765  C5 1.333, H18 0.998, H20 1.029
3 C 0.074 0.275 -0.811  C4 1.629, C5 1.435, C9 1.530, H15 1.098
4 C -0.997 -0.750 -0.136  I1 2.266, C3 1.629, C7 1.511, H14 1.139
5 C 1.251 0.652 -0.083  N2 1.333, C3 1.435, C8 1.378
6 C -2.425 -0.493 1.951  C7 1.558, H11 1.063, H12 1.072, H19 1.155
7 C -0.988 -0.658 1.372  C4 1.511, C6 1.558, H13 1.141, H17 1.092
8 C 1.909 1.785 -0.513  C5 1.378, H10 1.061, H21 1.079, H22 1.146
9 C 0.444 -0.070 -2.255  C3 1.530, H16 1.019, H23 1.132, H24 1.078
10 H 2.893 1.624 -0.875  C8 1.061
11 H -2.657 -0.060 2.894  C6 1.063
12 H -2.794 -1.499 1.973  C6 1.072
13 H -0.891 -1.743 1.710  C7 1.141
14 H -2.005 -0.485 -0.597  C4 1.139
15 H -0.496 1.212 -0.747  C3 1.098
16 H 1.424 -0.332 -2.351  C9 1.019
17 H -0.260 0.059 1.759  C7 1.092
18 H 2.454 -0.365 1.379  N2 0.998
19 H -3.027 0.138 1.193  C6 1.155
20 H 0.984 -1.050 0.776  N2 1.029
21 H 1.504 2.311 -1.364  C8 1.079
22 H 2.248 2.593 0.224  C8 1.146
23 H -0.279 -0.784 -2.756  C9 1.132
24 H 0.239 0.773 -2.895  C9 1.078

The total charge is +1. As for the HOMO-LUMO gap: 8.410 eV. The relative energy (zero: lowest compared OMol25 entry of this formula, charge and spin) comes out at 22.4 kcal/mol. The electronic energy comes out at -17084.286 eV. Its HOMO energy is -13.0 eV. The SMILES is CC[C@H](I)[C@H](C)C(C)=[NH2+]. The LUMO energy is -4.5480 eV. Its strongest force on any atom is 5.746 eV/A.

These are the natural (NBO) partial charges, in e, on atoms 1 to 5: 0.100 -0.667 -0.353 -0.239 0.512



Molecular formula: C7H15N
Method: DFT, wB97M-V/def2-TZVPD

Bonds (Å) are listed after each position.
Element x y z (Å)
1 N -1.555 0.129 1.897  C2 1.322, H17 1.018
2 C -0.504 0.161 1.096  N1 1.322, C3 1.749, C4 1.530, C8 1.817
3 C -0.585 -0.912 -0.283  C2 1.749, C5 1.436, C7 1.522, H12 1.088
4 C 0.906 0.068 1.682  C2 1.530, H9 1.090, H22 1.088, H23 1.090
5 C -0.515 0.169 -1.225  C3 1.436, C6 1.486, H20 1.082
6 C 0.657 0.494 -2.080  C5 1.486, H10 1.091, H16 1.099, H19 1.089
7 C 0.383 -2.082 -0.393  C3 1.522, H13 1.089, H15 1.091, H21 1.092
8 C -0.474 1.880 0.507  C2 1.817, H11 1.090, H14 1.090, H18 1.087
9 H 1.680 0.277 0.945  C4 1.090
10 H 0.699 1.558 -2.316  C6 1.091
11 H -0.442 2.264 1.526  C8 1.090
12 H -1.591 -1.317 -0.196  C3 1.088
13 H 1.429 -1.780 -0.373  C7 1.089
14 H 0.380 2.274 -0.043  C8 1.090
15 H 0.215 -2.792 0.419  C7 1.091
16 H 0.559 -0.045 -3.032  C6 1.099
17 H -2.232 -0.595 1.665  N1 1.018
18 H -1.425 2.206 0.094  C8 1.087
19 H 1.607 0.192 -1.643  C6 1.089
20 H -1.455 0.627 -1.502  C5 1.082
21 H 0.222 -2.624 -1.327  C7 1.092
22 H 0.994 0.785 2.497  C4 1.088
23 H 1.049 -0.935 2.085  C4 1.090

As for the HOMO-LUMO gap (spin up / spin down): 6.364 / 8.630 eV. The relative energy (zero: lowest compared OMol25 entry of this formula, charge and spin) comes out at 114.4 kcal/mol. The electronic energy comes out at -8987.529 eV. Its HOMO energy (spin up / spin down) is -6.8 / -8.0 eV. The LUMO energy (spin up / spin down) is -0.4095 / 0.6534 eV. Its strongest force on any atom is 2.071 eV/A.

These are the natural (NBO) partial charges, in e, on atoms 1 to 5: -0.701 0.243 -0.322 -0.625 0.016



Molecular formula: C7H15N
Method: DFT, wB97M-V/def2-TZVPD

Bonds (Å) are listed after each position.
Element x y z (Å)
1 N -1.601 1.920 1.066  C3 1.252, H13 1.021
2 C 2.276 0.854 0.283  C6 1.497, H10 1.076, H16 1.102, H20 1.096
3 C -2.142 1.268 0.145  N1 1.252, C5 1.496, H21 1.088
4 C 0.607 -1.025 0.367  C6 1.327, C7 1.503, C8 1.506
5 C -1.763 1.215 -1.301  C3 1.496, H14 1.089, H17 1.093, H19 1.096
6 C 1.137 0.083 0.873  C2 1.497, C4 1.327, H15 1.081
7 C -0.520 -1.740 1.057  C4 1.503, H9 1.089, H11 1.093, H12 1.092
8 C 1.098 -1.659 -0.907  C4 1.506, H18 1.074, H22 1.092, H23 1.078
9 H -1.022 -1.085 1.768  C7 1.089
10 H 2.130 1.912 0.420  C2 1.076
11 H -0.137 -2.609 1.597  C7 1.093
12 H -1.250 -2.095 0.326  C7 1.092
13 H -0.805 2.488 0.774  N1 1.021
14 H -2.641 1.398 -1.919  C5 1.089
15 H 0.737 0.484 1.794  C6 1.081
16 H 2.409 0.635 -0.789  C2 1.102
17 H -1.381 0.218 -1.534  C5 1.093
18 H 2.166 -1.768 -0.903  C8 1.074
19 H -0.994 1.962 -1.532  C5 1.096
20 H 3.208 0.588 0.795  C2 1.096
21 H -2.994 0.655 0.432  C3 1.088
22 H 0.817 -1.062 -1.778  C8 1.092
23 H 0.666 -2.639 -1.035  C8 1.078

As for the HOMO-LUMO gap: 9.778 eV. The relative energy (zero: lowest compared OMol25 entry of this formula, charge and spin) comes out at 25.0 kcal/mol. The electronic energy comes out at -8991.405 eV. Its HOMO energy is -8.8 eV. The SMILES is [H]/N=C\C.CC=C(C)C. The LUMO energy is 1.0003 eV. Its strongest force on any atom is 1.010 eV/A.

These are the natural (NBO) partial charges, in e, on atoms 1 to 5: -0.616 -0.647 0.155 0.007 -0.689



Molecular formula: C7H15N
Method: DFT, wB97M-V/def2-TZVPD

Bonds (Å) are listed after each position.
Element x y z (Å)
1 N 0.281 -2.122 -1.381  C6 1.462, H15 1.046, H19 1.075
2 C 2.238 -0.554 -0.702  C6 1.503, H11 1.103, H21 1.106, H23 1.126
3 C -1.267 1.230 1.455  C4 1.489, C5 1.551, H13 1.064, H22 1.134
4 C -1.171 0.077 0.519  C3 1.489, C7 1.537, C8 1.362
5 C -0.113 2.139 0.958  C3 1.551, H10 1.114, H12 1.093, H16 1.288
6 C 0.773 -0.885 -0.775  N1 1.462, C2 1.503, C7 1.565, H20 1.217
7 C 0.070 -0.824 0.622  C4 1.537, C6 1.565, H9 1.141, H18 1.133
8 C -2.232 -0.234 -0.278  C4 1.362, H14 1.116, H17 1.099
9 H 0.656 -0.325 1.464  C7 1.141
10 H -0.455 3.001 0.341  C5 1.114
11 H 2.864 -1.390 -0.348  C2 1.103
12 H 0.348 2.621 1.824  C5 1.093
13 H -1.143 1.106 2.504  C3 1.064
14 H -3.143 0.400 -0.397  C8 1.116
15 H 0.923 -2.812 -1.835  N1 1.046
16 H 0.719 1.622 0.122  C5 1.288
17 H -2.127 -1.154 -0.869  C8 1.099
18 H -0.363 -1.819 0.945  C7 1.133
19 H -0.266 -1.923 -2.285  N1 1.075
20 H 0.179 -0.094 -1.483  C6 1.217
21 H 2.641 -0.297 -1.699  C2 1.106
22 H -2.114 1.980 1.375  C3 1.134
23 H 2.702 0.259 -0.078  C2 1.126

As for the HOMO-LUMO gap: 9.793 eV. The relative energy (zero: lowest compared OMol25 entry of this formula, charge and spin) comes out at 70.7 kcal/mol. The electronic energy comes out at -8989.425 eV. Its HOMO energy is -8.8 eV. The SMILES is C=C(CC)C[C@@H](C)N. The LUMO energy is 1.0227 eV. Its strongest force on any atom is 4.062 eV/A.

These are the natural (NBO) partial charges, in e, on atoms 1 to 5: -0.864 -0.650 -0.473 0.061 -0.600